(1)
ORCA calculation (ωB97M-V with the def2-TZVPD basis set) on a cluster of 2 separate species, C4H8O3 in total at a distorted geometry.

```
15
Properties=species:S:1:pos:R:3:mulliken_charge:R:1
C -0.894 2.413 -0.802 -0.640
O -0.600 1.296 0.061 -0.271
C -0.075 0.232 -0.572 0.597
O 0.476 0.285 -1.635 -0.511
C 0.863 -0.748 0.985 0.110
C -0.330 -1.208 0.252 -0.679
O 1.997 -1.062 0.706 -0.508
H 0.014 2.891 -1.171 0.295
H -1.473 3.107 -0.193 0.236
H -1.489 2.074 -1.656 0.299
H 0.622 0.031 1.723 0.340
H -1.286 -1.276 0.803 0.267
H 0.867 -3.193 1.022 0.117
H -0.198 -2.029 -0.464 0.440
H 1.506 -2.814 0.940 -0.092
```

SMILES string = COC(=O)CC=O.[H][H]
E_HOMO = -10.0386 eV
Frontier orbital gap = 10.45 eV
Relative energy (zero: lowest compared OMol25 entry of this formula, charge and spin) = 81.2 kcal per mole


(2)
ORCA calculation (ωB97M-V with the def2-TZVPD basis set) on the ion C10H18N3O with charge +1 at a distorted geometry.

```
32
Properties=species:S:1:pos:R:3:mulliken_charge:R:1
C 2.873 0.360 1.314 -1.059
C 2.085 -0.797 1.115 -0.007
C 2.359 1.544 1.046 -0.079
C 0.924 -0.807 0.454 0.414
C 0.518 0.682 -0.190 0.366
C -1.283 -1.805 1.257 -1.340
C 0.697 -3.237 0.640 -1.185
C 0.828 3.064 -0.020 -0.920
C -2.220 2.095 -1.888 -0.994
C -0.095 -1.993 0.225 1.003
N 1.217 1.675 0.333 -0.076
N -0.839 1.642 -1.883 -0.765
N -0.542 0.634 -0.998 0.130
O -0.549 -1.986 -1.098 -0.579
H 3.865 0.198 1.729 0.424
H 2.509 -1.803 1.529 0.129
H 2.824 2.461 1.307 0.443
H -1.861 -2.672 1.062 0.485
H -2.063 -1.049 0.819 0.245
H -1.073 -1.900 2.343 0.344
H 1.119 -3.512 -0.327 0.397
H 0.089 -4.065 1.089 0.299
H 1.589 -3.026 1.241 0.239
H -0.192 2.990 -0.525 0.191
H 0.741 3.492 0.944 0.512
H 1.442 3.680 -0.689 0.318
H -2.243 3.030 -2.290 0.379
H -2.868 1.242 -2.258 0.328
H -2.550 2.149 -0.905 0.374
H -0.615 1.529 -2.811 0.209
H -0.879 -0.320 -1.246 0.421
H -0.023 -2.632 -1.605 0.355
```

SMILES string = CN/[NH+]=c1/c(C(C)(C)O)cccn1C
E_HOMO = -12.5013 eV
Frontier orbital gap = 9.72 eV
Relative energy (zero: lowest compared OMol25 entry of this formula, charge and spin) = 112.6 kcal per mole
Net charge = +1


(3)
ORCA calculation (ωB97M-V with the def2-TZVPD basis set) on a cluster of 2 separate species, C10H17N2SSi in total at a distorted geometry.

```
31
Properties=species:S:1:pos:R:3:mulliken_charge:R:1
C 1.998 -0.619 0.783 -0.194
C 1.223 -0.450 -0.321 -0.664
C 3.308 0.191 -0.752 -0.055
C 4.530 -0.138 1.170 -0.276
C 5.503 0.311 0.402 -0.302
C -1.155 1.780 1.061 -1.377
C -3.436 1.379 -0.010 -1.439
C -1.664 -2.057 0.971 -1.028
C -2.396 -1.247 -2.168 -1.244
C -1.966 1.181 -0.188 0.544
N 3.258 -0.228 0.596 0.280
N 2.018 0.135 -1.274 0.047
Si -1.700 -0.747 -0.439 0.585
S 4.853 0.782 -1.189 -0.082
H 1.789 -1.205 1.631 0.490
H 4.650 -0.512 2.198 0.363
H 6.595 0.301 0.420 0.396
H -0.130 1.805 0.790 0.280
H -1.412 2.759 1.288 0.486
H -1.303 1.179 1.924 0.368
H -3.553 2.449 -0.001 0.390
H -4.008 0.948 0.908 0.313
H -4.132 0.872 -0.758 0.349
H -0.722 -2.074 1.608 0.195
H -2.471 -1.984 1.712 0.401
H -1.861 -3.039 0.593 0.412
H -2.959 -0.387 -2.374 0.366
H -1.716 -1.342 -2.945 0.423
H -3.099 -2.028 -2.321 0.418
H -1.636 1.523 -1.203 0.321
H 1.595 0.463 -2.114 0.236
```

E_HOMO = -11.8217 eV
Frontier orbital gap = 8.81 eV
Net charge = +1


(4)
ORCA calculation (ωB97M-V with the def2-TZVPD basis set) on a structure of composition C24H31F6N7O8ReS3Si2 at a distorted geometry.

```
82
Properties=species:S:1:pos:R:3:mulliken_charge:R:1
Re 0.042 -0.598 -0.059 2.119
C 0.722 2.802 2.822 -1.244
Si 1.764 1.515 1.891 0.191
C 3.354 1.000 2.771 -1.169
C 2.192 2.349 0.265 -0.588
N 0.691 0.065 1.774 0.782
C 0.433 -0.725 2.830 1.342
C 0.716 -0.426 4.182 -0.816
C 0.425 -1.332 5.163 -1.210
C -0.137 -2.582 4.839 -1.000
C -0.460 -2.889 3.546 -1.095
C -0.223 -1.954 2.512 0.860
N -0.576 -2.093 1.223 0.350
Si -1.627 -3.504 0.744 1.360
C -3.061 -3.411 2.033 -1.700
C -0.659 -5.098 1.050 -1.598
C -2.582 -3.431 -0.874 -1.109
H 1.250 3.758 2.835 0.376
H 0.482 2.540 3.853 0.387
H -0.219 2.956 2.288 0.267
H 3.948 1.878 3.031 0.403
H 3.940 0.378 2.095 0.255
H 3.181 0.430 3.682 0.399
H 3.166 2.835 0.356 0.661
H 1.456 3.116 0.022 -0.097
H 2.243 1.655 -0.572 0.135
H 1.157 0.528 4.431 0.374
H 0.639 -1.096 6.197 0.404
H -0.315 -3.308 5.622 0.438
H -0.886 -3.851 3.300 0.371
H -2.859 -2.733 2.864 0.551
H -3.236 -4.400 2.464 0.378
H -3.995 -3.098 1.563 0.425
H -1.108 -5.716 1.829 0.475
H 0.377 -4.888 1.317 0.345
H -0.640 -5.671 0.123 0.475
H -2.518 -2.460 -1.355 0.118
H -3.636 -3.672 -0.740 0.560
H -2.161 -4.154 -1.570 0.385
F 0.114 -1.831 -5.876 -0.229
C 0.466 -1.002 -4.877 0.447
F 1.747 -1.219 -4.601 -0.187
F 0.333 0.220 -5.344 -0.186
S -0.614 -1.696 -3.473 1.461
O -0.592 -1.038 -2.158 -0.579
O -1.913 -1.787 -4.042 -0.739
N 0.179 -3.050 -3.470 -0.751
S 0.664 -3.838 -2.226 0.883
O 0.428 -3.177 -0.956 -0.897
O 0.329 -5.226 -2.273 -0.728
C 2.514 -3.801 -2.393 0.560
F 2.922 -4.442 -3.485 -0.228
F 3.043 -4.407 -1.328 -0.210
F 2.951 -2.549 -2.440 -0.152
N 1.430 7.419 -1.444 -0.536
C 1.089 6.118 -1.741 1.111
C 2.043 5.231 -2.251 -0.820
C 1.705 3.921 -2.530 -0.142
C 0.402 3.494 -2.332 -0.990
C -0.572 4.374 -1.876 -0.492
C -0.230 5.675 -1.574 -0.923
S -0.011 1.783 -2.463 2.206
O -1.166 1.615 -3.294 -0.818
O 1.199 1.069 -2.753 -0.809
N -0.432 1.382 -0.896 -0.466
C -1.742 1.272 -0.556 0.156
N -1.892 0.173 0.231 0.026
C -3.046 -0.008 0.865 0.117
C -4.088 0.877 0.677 -1.175
C -3.873 1.918 -0.216 -0.516
N -2.710 2.131 -0.823 -0.368
H 2.404 7.629 -1.317 0.209
H 0.793 7.940 -0.869 0.203
H 3.055 5.580 -2.414 0.306
H 2.452 3.220 -2.877 0.509
H -1.579 4.006 -1.738 0.544
H -0.979 6.366 -1.204 0.310
H -3.114 -0.869 1.519 0.357
H -5.025 0.755 1.197 0.443
H -4.656 2.635 -0.435 0.483
O 1.780 -0.939 -0.407 -0.458
O 2.911 -0.637 0.117 -0.491
```

2S+1 = 2
E_HOMO (alpha / beta) = -7.9613 / -7.9835 eV
Frontier orbital gap (alpha / beta) = 5.51 / 5.58 eV
Relative energy (zero: lowest compared OMol25 entry of this formula, charge and spin) = 55.8 kcal per mole